C3H9NS2 | wB97M-V/def2-TZVPD

M in Da: 123.25
Energy relative to the best compared isomer or geometry (same formula, charge and spin) in eV: 1.8897
HOMO in eV: -8.81
Calculated total energy in hartree: -970.76228
Kohn-Sham gap in eV: 9.32

Geometry as XYZ:
```
15
Properties=species:S:1:pos:R:3:forces:R:3
C 1.643650 0.635285 1.144702 0.87 -2.01 0.98
S 2.699539 2.140716 1.032098 -1.04 -0.59 -0.43
S 1.819405 3.065938 -0.618123 0.36 -0.30 0.08
H 1.939646 0.068151 2.092303 0.14 0.92 -1.02
H 0.616259 0.918429 1.421799 0.22 -0.10 -0.91
H 1.789165 -0.187373 0.333218 -0.63 1.99 1.03
H 0.592163 3.314160 -0.134922 0.05 0.08 0.25
C -1.761568 -1.392935 0.311552 -1.67 -1.18 -2.82
C -0.740018 -1.093458 -1.825208 -3.73 -1.33 3.25
N -0.646448 -1.554368 -0.618374 1.15 2.15 -1.29
H -1.792583 -2.238101 0.967721 -0.07 -0.46 0.43
H -1.714542 -0.499092 0.897627 0.44 0.62 0.15
H -2.732797 -1.365325 -0.310125 0.94 0.06 1.08
H 0.065067 -0.887839 -2.434525 1.94 -0.19 -1.19
H -1.776937 -0.924186 -2.259745 1.01 0.34 0.40
```
Forces are in eV/Å.

---

C3H9O | wB97M-V/def2-TZVPD

M in Da: 61.10
Energy relative to the best compared isomer or geometry (same formula, charge and spin) in eV: 0.4973
HOMO in eV: -2.08
Calculated total energy in hartree: -194.89629
Charge: -1
Kohn-Sham gap in eV: 6.07

Geometry as XYZ:
```
13
Properties=species:S:1:pos:R:3:forces:R:3
O 1.738741 1.774410 1.175653 0.86 -0.51 0.85
H 1.125601 2.142638 0.562422 -0.77 0.53 -0.76
C 0.432780 -0.060868 -0.988798 0.26 -1.27 0.29
C -0.650090 -0.256519 0.108095 0.26 0.12 -0.95
C -1.542283 -1.478379 -0.199770 0.76 -0.23 0.02
H 0.728836 -1.012092 -1.466856 -0.58 -0.01 -0.12
H 1.391606 0.244189 -0.565896 -0.38 0.93 0.20
H 0.028442 0.610250 -1.738594 0.37 0.17 -0.32
H -1.211963 0.675387 0.062285 -0.17 -0.04 0.59
H -0.116493 -0.342771 1.049953 -0.31 0.21 0.23
H -2.592782 -1.502903 0.097819 0.02 0.55 0.04
H -1.458316 -1.686337 -1.270387 -0.35 -0.10 0.03
H -1.087408 -2.320341 0.319354 0.03 -0.35 -0.11
```
Forces are in eV/Å.

---

C3H9O | wB97M-V/def2-TZVPD

M in Da: 61.10
Energy relative to the best compared isomer or geometry (same formula, charge and spin) in eV: 0.3300
HOMO in eV: -2.06
Calculated total energy in hartree: -194.90244
Charge: -1
Kohn-Sham gap in eV: 5.98

Geometry as XYZ:
```
13
Properties=species:S:1:pos:R:3:forces:R:3
O 3.194210 -0.332223 1.478127 0.50 -0.73 0.02
H 2.548603 0.353116 1.379530 -0.58 0.79 -0.05
C -1.121948 0.627803 0.678603 1.62 -0.13 0.48
C -0.199169 -0.442757 0.061104 -0.58 -0.45 -0.51
C -0.170875 -0.346938 -1.470784 -0.90 1.16 0.58
H -2.177818 0.383448 0.731360 -0.15 0.02 -0.40
H -0.761631 0.757492 1.703384 -0.29 0.11 0.09
H -0.902004 1.572509 0.176703 -0.50 0.13 -0.03
H 0.812384 -0.391840 0.462117 0.09 0.08 0.12
H -0.594425 -1.426330 0.329977 0.14 -0.09 0.10
H 0.459572 -1.065984 -1.973260 0.05 -0.21 -0.06
H 0.126440 0.673500 -1.737946 0.46 -0.15 -0.09
H -1.213338 -0.361795 -1.818915 0.14 -0.53 -0.26
```
Forces are in eV/Å.

---

C3H9O2 | wB97M-V/def2-TZVPD

M in Da: 77.10
Energy relative to the best compared isomer or geometry (same formula, charge and spin) in eV: 1.7247
HOMO in eV: -3.76
Calculated total energy in hartree: -270.12236
Charge: -1
Kohn-Sham gap in eV: 8.22

Geometry as XYZ:
```
14
Properties=species:S:1:pos:R:3:forces:R:3
C 1.388347 -1.441440 -0.736677 0.68 -0.53 1.75
O 0.186921 -1.648357 -1.486944 1.31 0.63 2.47
H 1.338978 -0.483122 -0.127149 0.19 -0.56 -0.93
H 1.569212 -2.200396 0.196317 -0.51 0.88 -1.97
H 2.474292 -1.443538 -1.247081 -2.47 -0.03 0.29
C -1.264103 0.473212 0.821334 1.09 0.99 -0.22
O -1.626626 -0.249299 -0.297309 0.42 -1.89 0.93
C -0.371720 1.642002 0.260460 1.47 -1.13 -0.22
H -2.110013 0.956832 1.368355 0.04 -0.58 -0.18
H -0.611270 -0.065625 1.624867 -1.05 0.38 -1.11
H -0.679912 -1.116915 -0.668535 -0.26 0.77 -1.59
H -0.777662 2.650916 0.168505 -0.43 -0.18 -0.10
H 0.551647 1.724487 0.868731 -0.21 0.19 -0.22
H -0.068092 1.201237 -0.744879 -0.28 1.07 1.09
```
Forces are in eV/Å.

---

C3H9O2S | wB97M-V/def2-TZVPD

M in Da: 109.17
Energy relative to the best compared isomer or geometry (same formula, charge and spin) in eV: 0.4944
HOMO in eV: -3.23
Calculated total energy in hartree: -668.37565
Charge: -1
Kohn-Sham gap in eV: 6.42

Geometry as XYZ:
```
15
Properties=species:S:1:pos:R:3:forces:R:3
C 1.206474 0.046594 0.336975 -0.13 -0.24 -0.63
O 0.752918 0.766019 1.368371 0.07 0.20 1.10
C 0.069335 -0.763016 -0.325977 0.39 0.62 -0.10
C -1.142121 0.129688 -0.524735 -0.31 -0.54 0.02
S -2.315890 -0.529926 -1.786207 -0.03 0.22 0.04
H 1.971319 -0.720795 0.579049 0.28 -0.01 0.14
H 1.690345 0.680415 -0.446182 -0.03 -0.02 -0.27
H 0.394712 -1.163859 -1.286637 0.14 -0.25 -0.10
H -0.153319 -1.558933 0.380400 -0.31 -0.30 -0.14
H -0.876759 1.149249 -0.783502 0.14 0.02 -0.18
H -1.680390 0.151590 0.406694 -0.20 0.28 0.28
H -1.657345 -1.660396 -2.040808 0.05 -0.11 -0.04
H 3.138130 1.760063 2.473791 0.21 -0.08 -0.01
H 2.153384 0.660185 2.350461 -0.08 -0.01 -0.47
O 3.123980 0.802013 2.574947 -0.19 0.23 0.36
```
Forces are in eV/Å.

---

C3H9O2S | wB97M-V/def2-TZVPD

M in Da: 109.17
Energy relative to the best compared isomer or geometry (same formula, charge and spin) in eV: 0.5850
2S+1: 2
<S²>: 0.7542
HOMO (alpha / beta) in eV: -9.14 / -9.13
Calculated total energy in hartree: -668.26467
Kohn-Sham gap (alpha / beta) in eV: 9.88 / 6.64

Geometry as XYZ:
```
15
Properties=species:S:1:pos:R:3:forces:R:3
C -1.133814 -0.184283 0.282135 -0.03 -0.27 1.05
O -0.984991 1.182826 0.172417 -0.17 -1.09 0.29
C 0.166566 -1.039651 0.534688 -0.96 2.01 -0.05
C 1.345334 -0.122316 0.219961 1.17 -1.30 0.50
S 2.980888 -0.923719 0.662934 -0.32 0.29 -0.97
H -1.881816 -0.389963 1.068846 0.02 0.03 -0.16
H -1.602981 -0.588287 -0.627780 -0.07 0.54 -0.28
H -0.009145 -1.925541 -0.073995 0.89 -0.18 0.23
H 0.208506 -1.236808 1.607555 -0.09 -0.49 -0.16
H 1.401296 0.132391 -0.837829 0.09 0.16 0.13
H 1.327873 0.761486 0.855081 -0.35 0.06 -0.40
H 2.616074 -1.385045 1.846454 -0.23 -0.10 0.44
H -2.209884 2.123165 -2.121166 0.30 -0.02 0.01
H -0.946480 1.698383 -1.347705 -0.01 0.39 -0.35
O -1.277433 1.897364 -2.241597 -0.25 -0.04 -0.29
```
Forces are in eV/Å.

---

C3H9O4 | wB97M-V/def2-TZVPD

M in Da: 109.10
Energy relative to the best compared isomer or geometry (same formula, charge and spin) in eV: 9.0039
HOMO in eV: -3.83
Calculated total energy in hartree: -420.42199
Charge: -1
Kohn-Sham gap in eV: 2.66

Geometry as XYZ:
```
16
Properties=species:S:1:pos:R:3:forces:R:3
O -2.379974 -0.978292 0.882681 -0.96 1.72 -2.39
C -2.789238 -0.208138 -0.028055 1.67 -1.19 2.16
O 1.147503 1.498741 1.128159 -1.32 -1.29 -0.60
C -2.003903 0.191630 -1.185216 2.54 -1.65 -1.29
C -0.599814 -0.304221 -1.502933 -2.73 -0.60 0.84
H -2.535329 0.620087 -2.048336 -0.01 0.11 0.66
H -3.770136 0.249290 0.044206 -0.52 0.05 0.07
H -0.505644 -0.596876 -2.540392 -0.01 0.41 -0.56
H -0.308344 -1.205931 -0.932168 -0.05 0.13 0.28
H 0.220411 0.349117 -1.271690 0.75 0.74 0.34
H 3.846708 0.811037 1.866554 0.10 -0.29 -0.25
H 2.088060 1.682053 1.516164 0.64 -0.17 0.33
O 3.321242 1.567519 2.118186 0.53 0.56 0.52
H 2.252459 -2.516490 -1.853381 0.57 -0.90 -0.31
H 1.143751 0.513893 1.212653 -0.15 1.20 -0.13
O 1.651955 -1.835695 -1.591073 -1.06 1.17 0.32
```
Forces are in eV/Å.

---

C3H9OP | wB97M-V/def2-TZVPD

M in Da: 92.08
Energy relative to the best compared isomer or geometry (same formula, charge and spin) in eV: 4.0066
HOMO in eV: -7.80
Calculated total energy in hartree: -536.15723
Kohn-Sham gap in eV: 8.79

Geometry as XYZ:
```
14
Properties=species:S:1:pos:R:3:forces:R:3
C -1.878782 0.441447 0.181412 3.04 -1.86 -0.43
C 1.653668 0.659034 0.769130 0.14 0.20 -0.16
C -0.010401 -0.873820 0.196910 -3.40 1.58 0.62
O 0.799587 -0.383197 1.165435 0.29 -0.23 0.23
P 0.619957 -1.161624 -1.482591 0.66 -0.27 -0.09
H -2.601112 -0.196710 -0.293131 -0.29 -0.13 -0.06
H -2.019235 0.639976 1.224207 -0.13 0.05 0.40
H -1.573414 1.286494 -0.413751 -0.03 0.21 -0.09
H 2.363854 0.300401 0.013240 0.02 0.14 0.07
H 2.193091 0.977137 1.657437 0.04 0.02 -0.05
H 1.082918 1.500502 0.359897 0.00 -0.03 0.04
H -0.516832 -1.754410 0.592364 0.10 0.06 -0.13
H 0.498071 0.128720 -1.989368 0.00 0.47 -0.20
H -0.611371 -1.563949 -1.981189 -0.45 -0.21 -0.16
```
Forces are in eV/Å.

---

Repeat the seventh record exactly.
C3H9O4 | wB97M-V/def2-TZVPD

M in Da: 109.10
Energy relative to the best compared isomer or geometry (same formula, charge and spin) in eV: 9.0039
HOMO in eV: -3.83
Calculated total energy in hartree: -420.42199
Charge: -1
Kohn-Sham gap in eV: 2.66

Geometry as XYZ:
```
16
Properties=species:S:1:pos:R:3:forces:R:3
O -2.379974 -0.978292 0.882681 -0.96 1.72 -2.39
C -2.789238 -0.208138 -0.028055 1.67 -1.19 2.16
O 1.147503 1.498741 1.128159 -1.32 -1.29 -0.60
C -2.003903 0.191630 -1.185216 2.54 -1.65 -1.29
C -0.599814 -0.304221 -1.502933 -2.73 -0.60 0.84
H -2.535329 0.620087 -2.048336 -0.01 0.11 0.66
H -3.770136 0.249290 0.044206 -0.52 0.05 0.07
H -0.505644 -0.596876 -2.540392 -0.01 0.41 -0.56
H -0.308344 -1.205931 -0.932168 -0.05 0.13 0.28
H 0.220411 0.349117 -1.271690 0.75 0.74 0.34
H 3.846708 0.811037 1.866554 0.10 -0.29 -0.25
H 2.088060 1.682053 1.516164 0.64 -0.17 0.33
O 3.321242 1.567519 2.118186 0.53 0.56 0.52
H 2.252459 -2.516490 -1.853381 0.57 -0.90 -0.31
H 1.143751 0.513893 1.212653 -0.15 1.20 -0.13
O 1.651955 -1.835695 -1.591073 -1.06 1.17 0.32
```
Forces are in eV/Å.